[1]
35
Properties=species:S:1:pos:R:3:lowdin_charge:R:1 method="wB97M-V/def2-TZVPD" homo_energy_ev=-12.8 charge=+1 homo_lumo_gap_ev=5.1 e_above_lowest_kcal_mol=0.0
Y 1.149 -1.918 1.104 2.075
As 2.492 -2.557 -2.589 0.773
F 1.686 -1.710 -1.203 -0.375
F 1.318 -3.813 -2.270 -0.253
F 3.249 -3.456 -3.852 -0.199
F 3.609 -1.244 -2.661 -0.219
F 3.507 -3.288 -1.350 -0.274
F 1.405 -1.766 -3.670 -0.208
As -0.806 0.627 0.466 0.806
F -0.675 1.408 1.972 -0.197
F -0.484 2.039 -0.439 -0.162
F -0.913 -0.366 -0.939 -0.226
F -0.905 -0.940 1.417 -0.351
F -2.510 0.834 0.455 -0.181
F 0.989 0.210 0.462 -0.379
C 2.802 1.950 -1.916 -1.017
Cl 3.691 3.044 -2.994 0.542
Cl 3.806 1.566 -0.503 0.496
H 1.855 2.405 -1.645 0.013
H 2.610 1.037 -2.469 0.001
C -2.466 -0.133 -4.117 -1.011
Cl -2.384 -1.103 -5.546 0.558
Cl -3.407 -1.018 -2.838 0.452
H -1.485 0.057 -3.697 0.009
H -3.004 0.791 -4.291 0.028
C -3.623 1.142 3.655 -0.933
Cl -3.069 -0.480 4.205 0.512
Cl -2.836 2.363 4.676 0.532
H -3.342 1.390 2.641 -0.001
H -4.682 1.192 3.868 0.031
C 0.376 0.473 4.813 -0.972
Cl 0.422 -0.574 6.210 0.601
Cl 1.566 -0.057 3.587 0.539
H -0.619 0.413 4.388 -0.065
H 0.680 1.482 5.072 0.055

[2]
13
Properties=species:S:1:pos:R:3:nbo_charge:R:1 method="wB97M-V/def2-TZVPD" s2=0.7551 homo_energy_ev="-8.5 / -8.9" homo_lumo_gap_ev="9.2 / 8.8" e_above_lowest_kcal_mol=38.2 spin_multiplicity=2
Br 1.476 -3.653 -1.683 -0.191
H 0.767 -3.126 -0.630 0.191
C 2.743 0.790 -3.031 -0.285
H 3.517 0.111 -2.703 0.172
H 2.105 0.107 -3.597 0.175
C 2.079 1.464 -2.064 -0.282
C 1.690 2.765 -2.177 -0.166
C 1.384 3.859 -1.203 -0.660
H 1.780 0.924 -1.144 0.203
H 1.924 3.214 -3.150 0.180
H 1.344 4.767 -1.820 0.216
H 0.479 3.905 -0.562 0.222
H 2.264 3.973 -0.549 0.224

[3]
22
Properties=species:S:1:pos:R:3:nbo_charge:R:1 method="wB97M-V/def2-TZVPD" homo_energy_ev=-9.4 homo_lumo_gap_ev=9.7 e_above_lowest_kcal_mol=0.0
C 2.080 -2.121 0.611 -0.665
C 2.024 -0.906 -0.270 -0.145
Br 2.947 -1.052 -1.885 0.114
C 1.375 0.201 0.058 0.114
Br 1.273 1.742 -0.990 0.141
O 0.709 0.308 1.270 -0.680
S -0.678 -0.547 1.363 1.762
O -0.832 -0.859 2.751 -0.876
O -1.633 0.808 1.088 -0.899
S -3.093 0.715 0.395 2.381
C -3.495 -0.996 0.315 -0.925
O -4.010 1.334 1.288 -0.905
O -2.953 1.206 -0.934 -0.912
H 1.289 -2.822 0.323 0.229
H 3.025 -2.646 0.489 0.243
H 1.921 -1.857 1.657 0.237
H -4.336 -1.008 -0.381 0.273
H -2.692 -1.601 -0.098 0.248
H -3.820 -1.357 1.289 0.263
O 3.478 3.488 -2.638 -0.938
H 3.467 3.802 -3.548 0.470
H 3.954 4.167 -2.151 0.471

[4]
18
Properties=species:S:1:pos:R:3:nbo_charge:R:1 method="wB97M-V/def2-TZVPD" s2=2.0081 homo_energy_ev="-12.2 / -12.2" charge=+1 homo_lumo_gap_ev="8.1 / 3.6" e_above_lowest_kcal_mol=0.0 spin_multiplicity=3
Ni 2.979 -2.042 2.746 0.860
Cl 1.284 -0.898 1.873 -0.845
Br 0.124 3.527 1.499 0.402
C 0.263 1.985 0.314 -0.450
C 1.664 1.973 -0.101 -0.474
Br 1.887 3.738 -0.844 0.400
H -0.428 2.199 -0.498 0.252
H -0.101 1.105 0.838 0.289
H 1.836 1.211 -0.864 0.291
H 2.358 1.831 0.721 0.266
Br -1.277 -3.956 -1.294 0.019
C -1.490 -2.390 -0.176 -0.474
C -1.625 -1.139 -0.987 -0.433
Br -0.128 -0.809 -2.191 -0.025
H -0.717 -2.347 0.582 0.242
H -2.440 -2.558 0.330 0.237
H -1.672 -0.263 -0.343 0.206
H -2.517 -1.167 -1.604 0.237

[5]
15
Properties=species:S:1:pos:R:3:nbo_charge:R:1 method="wB97M-V/def2-TZVPD" homo_energy_ev="-12.5 / -12.4" charge=+1 homo_lumo_gap_ev="7.4 / 8.0" e_above_lowest_kcal_mol=117.0
C -0.300 -1.467 -0.182 0.302
C -0.124 1.530 -0.457 -0.282
C -1.250 0.869 0.142 -0.335
C 1.577 -0.291 0.483 -0.098
N -1.209 -0.505 0.210 -0.519
N 1.011 -1.265 -0.224 -0.549
Br 3.374 0.290 -0.021 0.134
H -0.719 -2.286 -0.706 0.235
H 0.319 0.919 -1.240 0.200
H 0.167 2.519 -0.002 0.248
H -1.379 1.263 1.074 0.235
H -2.261 1.237 -0.334 0.273
H 1.257 0.094 1.474 0.258
H -2.092 -0.886 0.468 0.427
H 1.628 -2.018 -0.686 0.470

[6]
15
Properties=species:S:1:pos:R:3:nbo_charge:R:1 method="wB97M-V/def2-TZVPD" smiles="C[C@@H]1N=C[C@H](Br)[NH2+]1" homo_energy_ev=-15.0 charge=+1 homo_lumo_gap_ev=10.8 e_above_lowest_kcal_mol=31.0
C 1.243 -0.992 1.038 -0.648
C 0.946 0.087 0.018 0.105
N 0.456 1.259 0.598 -0.330
C -0.708 1.553 0.250 0.101
C -1.328 0.570 -0.725 -0.163
Br -2.877 -0.364 0.109 0.096
N -0.220 -0.390 -0.957 -0.568
H 0.355 -1.238 1.616 0.234
H 1.994 -0.615 1.728 0.274
H 1.639 -1.883 0.560 0.236
H 1.829 0.312 -0.588 0.237
H -1.236 2.412 0.626 0.246
H -1.686 1.035 -1.645 0.267
H -0.501 -1.345 -0.699 0.460
H 0.094 -0.401 -1.931 0.453

[7]
16
Properties=species:S:1:pos:R:3:nbo_charge:R:1 method="wB97M-V/def2-TZVPD" homo_energy_ev=-9.8 homo_lumo_gap_ev=9.8 e_above_lowest_kcal_mol=60.2
C 0.304 -0.246 1.771 -0.182
C 0.172 0.688 0.760 0.140
C 0.586 2.982 0.826 -0.473
C -0.475 -2.296 -0.824 -0.429
N 0.185 -1.416 1.219 -0.222
N -0.186 0.043 -0.360 -0.352
N -0.078 -1.214 -0.002 0.014
Br -0.990 0.012 -3.465 -0.306
H 0.643 -0.145 2.790 0.220
H 1.769 3.085 0.904 0.226
H 0.098 3.027 1.757 0.198
H 0.039 3.120 -0.103 0.222
H -0.024 -3.267 -0.433 0.240
H -1.624 -2.501 -0.719 0.211
H -0.313 -2.051 -1.876 0.237
H -0.107 0.178 -2.248 0.254

[8]
16
Properties=species:S:1:pos:R:3:nbo_charge:R:1 method="wB97M-V/def2-TZVPD" s2=0.7540 homo_energy_ev="-10.0 / -13.2" charge=+1 homo_lumo_gap_ev="5.4 / 8.8" e_above_lowest_kcal_mol=19.1 spin_multiplicity=2
C 3.205 0.100 0.249 0.197
C 0.966 -1.506 -0.177 -0.013
O 1.097 -0.874 -1.286 -0.837
O 2.911 1.089 -0.560 -0.792
H 4.077 -0.534 0.014 0.186
H 2.985 0.251 1.322 0.160
H 1.387 -1.649 0.828 0.191
Ca 0.922 1.213 -1.080 1.845
O -0.848 1.352 0.115 -0.744
C -1.781 0.633 0.551 0.519
C -2.945 0.300 -0.304 -0.735
H -0.252 -1.724 0.191 0.050
H -3.833 0.799 0.117 0.280
H -3.088 -0.791 -0.254 0.274
H -2.789 0.570 -1.354 0.241
H -2.014 0.771 1.627 0.178

[9]
21
Properties=species:S:1:pos:R:3:nbo_charge:R:1 method="wB97M-V/def2-TZVPD" smiles="CN1C=CN=N[C@@H]1Cl.NS(=O)(=O)Cl" homo_energy_ev=-9.2 homo_lumo_gap_ev=8.7 e_above_lowest_kcal_mol=0.0
C 1.541 0.627 0.433 -0.415
N 0.577 -0.488 0.519 -0.327
C -0.017 -0.784 1.612 0.112
C -1.274 -1.371 1.590 -0.173
N -1.932 -1.330 0.401 -0.108
N -1.305 -1.245 -0.740 -0.339
C 0.099 -1.080 -0.731 0.201
Cl 1.114 -2.771 -0.775 -0.250
H 1.459 1.113 1.365 0.211
H 2.608 0.384 0.417 0.216
H 1.362 1.172 -0.555 0.255
H 0.345 -0.429 2.512 0.213
H -1.872 -1.618 2.427 0.224
H 0.499 -0.642 -1.543 0.210
N -2.755 0.741 -2.187 -1.018
S -1.982 1.965 -1.401 2.221
O -2.683 3.188 -1.773 -0.897
O -0.574 1.898 -1.492 -0.921
Cl -2.496 1.822 0.595 -0.257
H -2.355 -0.191 -1.955 0.441
H -3.694 0.814 -1.777 0.403

[10]
15
Properties=species:S:1:pos:R:3:nbo_charge:R:1 method="wB97M-V/def2-TZVPD" homo_energy_ev="-7.6 / -7.7" homo_lumo_gap_ev="7.2 / 7.4" e_above_lowest_kcal_mol=93.7
C 1.818 -0.585 -0.744 -0.721
C -1.843 -0.206 -0.819 -0.272
C 0.528 0.104 -0.785 0.389
C -0.048 0.287 1.776 -0.472
O -0.546 -0.700 -1.046 -0.472
Cl -0.990 1.899 1.651 -0.175
Cl 1.502 0.566 2.610 -0.055
H 2.083 -0.620 0.317 0.283
H 2.707 -0.053 -1.260 0.236
H 1.719 -1.525 -1.135 0.236
H -1.989 -0.274 0.308 0.211
H -2.620 -0.754 -1.394 0.209
H -1.975 0.974 -1.016 0.196
H 0.500 1.196 -0.761 0.211
H -0.845 -0.311 2.297 0.195

[11]
16
Properties=species:S:1:pos:R:3:nbo_charge:R:1 method="wB97M-V/def2-TZVPD" homo_energy_ev="-13.3 / -13.3" charge=+1 homo_lumo_gap_ev="4.1 / 4.1" e_above_lowest_kcal_mol=113.0
C -0.825 1.126 1.502 -0.350
C -2.098 0.703 0.940 -0.283
C -0.918 -0.157 0.702 -0.515
C 3.008 -1.226 -1.260 -0.714
P 0.104 -0.128 -0.789 0.920
S 2.009 -0.723 0.163 0.112
Cl -0.612 -1.756 -1.659 -0.149
Cl -2.902 2.322 -1.303 -0.060
H -0.135 1.720 1.041 0.238
H -0.688 1.029 2.568 0.255
H -2.975 0.458 1.601 0.298
H -2.322 1.152 -0.006 0.230
H -1.069 -1.025 1.175 0.277
H 2.532 -1.939 -1.831 0.239
H 3.975 -1.281 -0.923 0.262
H 2.913 -0.275 -1.922 0.239

[12]
15
Properties=species:S:1:pos:R:3:nbo_charge:R:1 method="wB97M-V/def2-TZVPD" homo_energy_ev="-8.3 / -7.9" homo_lumo_gap_ev="7.6 / 7.9" e_above_lowest_kcal_mol=118.2
C 1.455 -0.495 -0.286 -0.333
C 0.790 0.639 -0.314 0.117
C 0.972 -1.754 0.491 -0.609
C 0.799 2.050 -0.794 -0.738
Si -2.291 -0.173 0.724 0.958
Cl -3.653 1.341 0.381 -0.404
Cl -2.933 -1.741 -0.264 -0.352
H 2.436 -0.660 -0.848 0.212
H 1.704 -2.364 0.804 0.211
H 0.288 -1.394 1.193 0.208
H 0.278 -2.341 -0.167 0.212
H 1.698 2.446 -1.259 0.233
H 0.290 2.044 -1.821 0.240
H 0.422 2.571 0.030 0.242
H -2.255 -0.171 2.130 -0.195

[13]
21
Properties=species:S:1:pos:R:3:nbo_charge:R:1 method="wB97M-V/def2-TZVPD" homo_energy_ev=-13.8 charge=+1 homo_lumo_gap_ev=10.1
N -1.342 -0.097 -0.329 -0.816
C 0.030 -0.460 0.122 -0.069
N 0.785 0.812 0.290 -0.124
C 1.218 1.445 1.362 0.261
N 1.817 2.594 0.930 -0.421
C 1.739 2.582 -0.396 0.565
N 2.169 3.486 -1.308 -0.856
N 1.088 1.449 -0.843 -0.344
H -1.948 -0.444 0.421 0.387
H -1.441 0.918 -0.253 0.360
H 0.530 -1.154 -0.577 0.225
H 0.026 -0.940 1.120 0.223
H 1.086 1.063 2.379 0.264
H 2.861 3.254 -2.008 0.429
H 1.765 4.414 -1.318 0.434
H 0.877 1.140 -1.787 0.469
C -2.253 -4.017 0.438 -0.226
Cl -0.670 -4.179 1.221 0.046
Cl -3.253 -5.415 0.828 0.094
Cl -3.048 -2.540 1.023 0.031
Cl -2.036 -3.910 -1.315 0.067

[14]
16
Properties=species:S:1:pos:R:3:nbo_charge:R:1 method="wB97M-V/def2-TZVPD" smiles=CN1[C@H](F)CN[C@H]1Cl homo_energy_ev=-9.3 homo_lumo_gap_ev=10.2 e_above_lowest_kcal_mol=18.7
C 0.227 -2.076 0.235 -0.420
N 0.236 -0.610 0.270 -0.475
C 0.996 0.179 -0.677 0.382
F 2.294 0.082 -0.398 -0.345
C 0.441 1.814 -0.300 -0.263
N -0.615 1.450 0.699 -0.633
C -0.881 0.113 0.682 0.281
Cl -2.251 -0.240 -0.736 -0.399
H 1.236 -2.414 0.061 0.224
H -0.002 -2.526 1.139 0.207
H -0.664 -2.406 -0.450 0.213
H 0.844 0.016 -1.808 0.170
H 1.143 2.567 0.259 0.222
H -0.002 2.308 -1.243 0.204
H -1.534 2.037 0.764 0.409
H -1.468 -0.292 1.502 0.223

[15]
17
Properties=species:S:1:pos:R:3:nbo_charge:R:1 method="wB97M-V/def2-TZVPD" homo_energy_ev="-14.3 / -15.0" charge=+1 homo_lumo_gap_ev="6.2 / 9.3" e_above_lowest_kcal_mol=132.1
C 0.303 -2.025 0.388 0.345
C 0.698 -1.148 -0.828 0.173
C -0.362 0.048 -0.774 -0.144
C 0.165 1.451 -0.793 -0.565
N 0.909 -3.052 0.750 -0.491
N -0.745 -1.383 1.150 -0.345
N -1.235 -0.277 0.434 -0.055
F 0.680 -1.737 -2.056 -0.300
Cl -2.943 -0.707 -0.093 0.187
H 1.647 -0.703 -0.770 0.209
H -0.825 -0.240 -1.733 0.284
H 1.306 1.444 -0.650 0.262
H -0.427 1.933 0.011 0.147
H -0.142 1.795 -1.802 0.265
H 0.665 -3.522 1.628 0.384
H -1.440 -2.010 1.528 0.437
H -1.579 1.957 0.561 0.207

[16]
14
Properties=species:S:1:pos:R:3:nbo_charge:R:1 method="wB97M-V/def2-TZVPD" smiles=NC[C@@H]1C[C@H]1Cl homo_energy_ev=-9.5 homo_lumo_gap_ev=10.6 e_above_lowest_kcal_mol=29.0
N 0.042 1.282 -1.818 -0.808
C 0.081 1.056 -0.348 -0.241
C 0.343 -0.290 0.085 -0.258
C -0.767 -1.315 0.290 -0.429
C -0.052 -0.649 1.489 -0.218
Cl 1.048 -1.666 2.437 -0.039
H 1.052 1.299 -2.001 0.342
H -0.263 0.445 -2.304 0.349
H 0.974 1.594 -0.072 0.197
H -0.772 1.655 0.070 0.197
H 1.346 -0.626 -0.139 0.226
H -0.912 -2.354 0.211 0.246
H -1.701 -0.695 0.132 0.212
H -0.420 0.264 1.966 0.223

[17]
14
Properties=species:S:1:pos:R:3:nbo_charge:R:1 method="wB97M-V/def2-TZVPD" s2=2.0069 homo_energy_ev="-4.6 / -9.9" homo_lumo_gap_ev="5.6 / 8.2" e_above_lowest_kcal_mol=21.3 spin_multiplicity=3
C -0.968 1.857 -0.281 -0.418
C -0.941 0.563 -0.066 0.003
C -0.030 -1.642 -0.284 -0.421
C 1.380 0.188 0.455 -0.400
N 0.217 -0.215 -0.301 -0.320
Cl -2.482 -0.332 0.202 -0.059
H -1.889 2.499 -0.237 0.214
H -0.047 2.309 -0.535 0.182
H 0.999 -1.997 -0.431 0.196
H -0.579 -1.973 0.711 0.209
H -0.564 -1.975 -1.115 0.217
H 1.310 -0.078 1.513 0.189
H 2.165 -0.418 0.014 0.199
H 1.430 1.214 0.356 0.209

[18]
15
Properties=species:S:1:pos:R:3:nbo_charge:R:1 method="wB97M-V/def2-TZVPD" smiles="C[N+]1=C(Cl)NCC1" homo_energy_ev=-14.3 charge=+1 homo_lumo_gap_ev=10.3 e_above_lowest_kcal_mol=26.4
C -1.643 -0.076 -1.257 -0.425
N -0.542 0.176 -0.265 -0.340
C -0.653 -0.238 0.969 0.475
Cl -2.063 -1.047 1.525 0.162
N 0.610 -0.415 1.505 -0.544
C 1.671 0.034 0.648 -0.236
C 0.919 0.676 -0.543 -0.204
H -1.582 -1.128 -1.602 0.234
H -1.533 0.649 -2.131 0.247
H -2.605 0.083 -0.789 0.243
H 0.873 -0.676 2.429 0.442
H 2.139 -0.834 0.356 0.219
H 2.360 0.676 1.230 0.243
H 0.837 1.776 -0.521 0.238
H 1.211 0.344 -1.554 0.248

[19]
21
Properties=species:S:1:pos:R:3:nbo_charge:R:1 method="wB97M-V/def2-TZVPD" smiles="Nc1nnnn1NC(=O)NCCCl" homo_energy_ev=-9.6 homo_lumo_gap_ev=9.9 e_above_lowest_kcal_mol=0.0
N 2.336 1.472 -1.020 -0.820
C 2.872 0.342 -0.482 0.507
N 4.064 0.124 0.019 -0.351
N 4.116 -1.159 0.287 -0.038
N 3.023 -1.758 0.152 -0.072
N 2.195 -0.813 -0.419 -0.099
N 0.871 -1.007 -0.464 -0.447
C -0.050 -0.210 0.214 0.770
O 0.283 0.782 0.929 -0.674
N -1.303 -0.667 0.119 -0.619
C -2.299 -0.110 0.988 -0.248
C -3.419 0.547 0.180 -0.363
Cl -4.371 -0.694 -0.692 -0.079
H 2.995 2.293 -1.029 0.415
H 1.404 1.620 -0.678 0.414
H 0.555 -1.380 -1.310 0.387
H -1.567 -1.507 -0.373 0.415
H -1.835 0.644 1.651 0.259
H -2.774 -0.871 1.611 0.208
H -3.044 1.221 -0.547 0.215
H -4.052 1.131 0.864 0.221

[20]
15
Properties=species:S:1:pos:R:3:nbo_charge:R:1 method="wB97M-V/def2-TZVPD" homo_energy_ev="-7.8 / -9.1" homo_lumo_gap_ev="7.6 / 8.4" e_above_lowest_kcal_mol=101.6
C -0.353 0.967 -0.995 -0.680
C 1.394 -0.625 -0.084 -0.675
C -0.517 0.423 1.433 -0.403
C 0.173 0.259 0.176 0.107
N -1.545 -1.651 -0.819 0.204
O -0.654 -2.185 -1.349 -0.205
Cl 0.289 1.576 2.681 -0.148
H -1.354 0.480 -1.242 0.219
H -0.647 1.957 -0.770 0.231
H 0.389 0.843 -1.854 0.225
H 1.803 -0.934 0.909 0.221
H 2.196 -0.199 -0.694 0.224
H 1.058 -1.489 -0.550 0.224
H -0.760 -0.466 2.042 0.235
H -1.472 1.045 1.115 0.220

| no. | electronic energy (Eh) |
| --- | --- |
| 1 | -9546.9667 |
| 2 | -2731.0828 |
| 3 | -6552.9888 |
| 4 | -12421.3934 |
| 5 | -2840.3337 |
| 6 | -2840.4707 |
| 7 | -2895.3284 |
| 8 | -1060.1984 |
| 9 | -1845.2048 |
| 10 | -1152.6738 |
| 11 | -1816.6707 |
| 12 | -1366.9938 |
| 13 | -2271.4820 |
| 14 | -826.7351 |
| 15 | -881.0016 |
| 16 | -672.0905 |
| 17 | -671.9496 |
| 18 | -726.6513 |
| 19 | -1075.9089 |
| 20 | -747.2366 |